No. 1
This record from the OMol25 dataset describes one molecule with the formula C18H25F3N4O4. The level of theory is ωB97M-V with the def2-TZVPD basis set.

Computed properties:
energy above the lowest of the compared OMol25 structures with the same formula, charge and spin: 0.1 kcal per mole
LUMO level: 0.55 eV
HOMO-LUMO gap: 10.04 eV
charge: 0
SMILES string: CCCc1ncoc1C(=O)NC1(CNC(=O)[C@@H](NC(=O)C(F)(F)F)C(C)C)CC1

Atoms and positions in Å:
C: 1.3906 4.9230 0.1128
C: 0.2280 4.2144 0.7937
C: 0.6650 2.8789 1.4019
C: -0.4605 2.1862 2.0811
N: -0.7166 2.3497 3.4390
C: -1.7671 1.6460 3.6661
O: -2.2727 1.0168 2.5920
C: -1.4243 1.3820 1.5689
C: -1.6718 0.8659 0.2185
O: -0.9533 1.1851 -0.7199
N: -2.7429 0.0349 0.1008
C: -3.1304 -0.5557 -1.1502
C: -2.4073 -1.8350 -1.5006
N: -0.9756 -1.6071 -1.4767
C: -0.1498 -2.3812 -0.7457
O: -0.4845 -3.4202 -0.1956
C: 1.2819 -1.8739 -0.5980
N: 1.5405 -1.8781 0.8346
C: 2.1222 -0.8450 1.4596
O: 2.5920 0.1432 0.9400
C: 2.2052 -0.9813 2.9967
F: 1.5876 -2.0881 3.4548
F: 3.4798 -1.0387 3.3896
F: 1.6326 0.0713 3.5804
C: 2.2637 -2.7683 -1.3678
C: 3.6955 -2.2803 -1.1797
C: 1.8923 -2.8131 -2.8470
C: -4.5686 -0.4124 -1.5500
C: -3.5093 0.3915 -2.2498
H: 1.0768 5.8691 -0.3292
H: 2.1909 5.1335 0.8249
H: 1.8092 4.3014 -0.6809
H: -0.1941 4.8497 1.5770
H: -0.5690 4.0235 0.0704
H: 1.0711 2.2367 0.6210
H: 1.4535 3.0408 2.1393
H: -2.2823 1.5020 4.6014
H: -3.2336 -0.2307 0.9395
H: -2.6229 -2.6228 -0.7772
H: -2.7388 -2.1817 -2.4832
H: -0.6675 -0.6693 -1.7002
H: 1.3773 -0.8409 -0.9406
H: 1.1425 -2.6404 1.3640
H: 2.1646 -3.7752 -0.9497
H: 3.8137 -1.2698 -1.5771
H: 3.9846 -2.2606 -0.1291
H: 4.3901 -2.9364 -1.7058
H: 1.9160 -1.8096 -3.2813
H: 2.6044 -3.4289 -3.3969
H: 0.8966 -3.2288 -3.0065
H: -5.0234 -1.2407 -2.0757
H: -5.2216 0.1079 -0.8635
H: -3.4432 1.4466 -2.0311
H: -3.2370 0.1139 -3.2588

No. 2
This record from the OMol25 dataset describes a 2-piece molecular cluster, C3H6N3 overall at a distorted geometry. The level of theory is ωB97M-V with the def2-TZVPD basis set.

Computed properties:
energy above the lowest of the compared OMol25 structures with the same formula, charge and spin: 49.7 kcal per mole
spin multiplicity: 3
LUMO level (spin up / spin down): -5.04 / -7.16 eV
HOMO-LUMO gap (spin up / spin down): 6.82 / 8.76 eV
expectation value of S²: 2.0129
charge: +1

Atoms and positions in Å:
C: -1.3718 -0.4253 0.1983
C: 1.0914 0.5791 0.4688
C: 0.8565 -0.7841 -0.2332
N: -1.2762 0.8003 -0.1056
N: -0.3644 -1.2820 0.0041
N: -0.1178 1.3277 -0.0949
H: -2.4269 -0.6812 0.3890
H: 0.8850 0.5491 1.6070
H: 2.0539 1.1160 0.2878
H: 1.4073 -1.3761 -0.9911
H: -0.5971 -2.2385 -0.3825
H: -0.1401 2.4151 -1.1479

No. 3
This record from the OMol25 dataset describes a 2-piece molecular cluster, CH6N2 overall at a distorted geometry. The level of theory is ωB97M-V with the def2-TZVPD basis set.

Computed properties:
energy above the lowest of the compared OMol25 structures with the same formula, charge and spin: 19.3 kcal per mole
LUMO level: 1.26 eV
HOMO-LUMO gap: 11.25 eV
charge: 0
SMILES string: C=N.N

Atoms and positions in Å:
C: -4.0332 0.8882 -1.4817
N: -3.3885 1.8214 -0.9246
H: -5.1254 0.9986 -1.4830
H: -3.6444 -0.0410 -1.8994
H: -2.3873 1.7137 -1.1052
N: 5.9072 -2.0809 2.0475
H: 5.8721 -1.0923 1.7841
H: 6.8374 -2.3842 1.8145
H: 5.1349 -2.5357 1.5929

No. 4
This record from the OMol25 dataset describes C25H21Br2ClN2NbO10 as an isolated structure at a distorted geometry. The level of theory is ωB97M-V with the def2-TZVPD basis set.

Computed properties:
energy above the lowest of the compared OMol25 structures with the same formula, charge and spin: 56.2 kcal per mole
LUMO level: 1.87 eV
HOMO-LUMO gap: 6.81 eV
charge: -1

Atoms and positions in Å:
Nb: 13.1935 7.8296 6.4925
O: 12.0538 5.2011 3.4648
C: 11.7802 5.9143 4.4112
O: 12.7809 6.3328 5.1961
C: 10.3100 6.2815 4.7824
C: 9.8077 5.3425 6.0015
C: 8.3571 5.4680 6.5362
C: 8.5255 6.4140 7.7386
C: 9.9784 6.8771 7.6232
O: 10.6373 5.7202 7.1227
C: 10.0098 7.7969 5.1632
C: 11.0337 8.7702 4.4254
O: 10.7606 9.4547 3.4282
O: 12.2026 8.9157 5.0591
H: 9.7850 6.0458 3.8400
H: 10.0057 4.3524 5.7228
H: 7.6887 5.7162 5.7394
H: 8.0449 4.4402 6.8788
H: 7.8196 7.2657 7.7089
H: 8.4870 5.9286 8.7282
H: 10.4279 7.0757 8.5992
H: 8.8465 8.9787 3.7511
Br: 12.8371 12.0980 9.1350
C: 11.3732 11.1848 8.4623
C: 10.1129 11.6471 8.7714
C: 8.9909 11.1034 8.2299
Br: 7.3638 12.0455 8.5922
C: 9.0050 10.0873 7.2520
C: 7.8228 9.8084 6.4630
C: 7.6583 8.8337 5.5053
C: 8.6533 8.2609 4.5851
N: 10.2856 7.9670 6.6998
C: 10.2481 9.3515 7.1922
C: 11.4615 9.9642 7.7600
O: 12.6237 9.2799 7.6975
H: 10.0042 12.5769 9.3751
H: 7.0371 10.5290 6.5289
H: 6.5914 8.6013 5.2957
H: 8.1494 7.3638 4.1280
O: 13.1982 4.3139 8.3454
Cl: 14.0460 5.4742 8.3493
O: 14.9276 5.6847 9.4559
O: 13.0875 6.7166 8.2560
O: 14.7832 5.5638 7.0941
C: 17.2796 7.6585 7.5485
C: 16.9664 9.0440 7.1289
C: 17.9675 9.9546 7.3856
C: 17.8891 11.2397 6.8473
C: 16.7938 11.5756 6.0793
C: 15.6653 10.7653 5.9497
C: 14.4911 11.3859 5.3422
C: 15.7818 9.3885 6.4172
N: 14.8542 8.4708 6.2051
H: 18.4404 7.5201 7.4085
H: 16.7611 6.9710 6.9554
H: 16.9956 7.4418 8.6246
H: 18.8523 9.6149 7.8698
H: 18.6010 11.9898 7.1503
H: 16.6899 12.5758 5.6229
H: 13.7954 11.7890 6.1371
H: 13.8913 10.7939 4.6091
H: 14.9124 12.2506 4.7448

No. 5
This record from the OMol25 dataset describes a 2-piece molecular cluster, BrClFN overall at a distorted geometry. The level of theory is ωB97M-V with the def2-TZVPD basis set.

Computed properties:
energy above the lowest of the compared OMol25 structures with the same formula, charge and spin: 40.9 kcal per mole
LUMO level (spin up / spin down): -1.26 / -4.00 eV
HOMO-LUMO gap (spin up / spin down): 10.03 / 6.05 eV
charge: 0

Atoms and positions in Å:
N: 0.6186 -0.7286 -0.1259
F: 1.1867 0.4249 -0.5252
Cl: -1.0501 1.3815 1.7839
Br: -0.7552 -1.0778 -1.1327

No. 6
This record from the OMol25 dataset describes C38H56O2RuSeSi2 as an isolated structure at a distorted geometry. The level of theory is ωB97M-V with the def2-TZVPD basis set.

Computed properties:
spin multiplicity: 5
LUMO level (spin up / spin down): 0.32 / -1.01 eV
HOMO-LUMO gap (spin up / spin down): 8.00 / 6.88 eV
expectation value of S²: 6.0253
charge: 0

Atoms and positions in Å:
Ru: -0.6848 1.0488 -1.6772
C: -2.5326 -2.9129 4.9022
C: -1.5983 -3.5103 3.7881
C: -0.1300 -3.3895 4.1848
C: -2.0402 -4.9638 3.5017
C: -1.7496 -2.6751 2.4549
C: -1.3309 -1.3361 2.3633
C: -1.2315 -0.6700 1.1627
Se: -0.7263 1.2132 1.1041
C: 1.1626 1.0303 1.0929
C: 1.7217 0.8941 2.3509
C: 3.0943 0.7994 2.4862
C: 3.8555 0.8382 1.3499
C: 3.2933 0.9840 0.0591
C: 1.8863 1.0132 -0.0818
O: 1.2144 1.0296 -1.2238
C: 4.2713 0.9788 -1.1009
C: 4.7881 -0.4488 -1.2528
C: 5.4944 1.9086 -0.9066
C: 3.7212 1.4595 -2.4838
C: 3.8078 0.6430 3.8403
C: 4.5173 -0.7091 3.9317
C: 2.8537 0.6882 5.0480
C: 4.8656 1.7656 3.9621
C: -1.5299 -1.3492 -0.0336
O: -1.4934 -0.7046 -1.1896
C: -1.9530 -2.6870 -0.0004
C: -2.0566 -3.2894 1.2541
C: -2.0841 -3.6072 -1.2536
C: -0.7086 -3.6215 -1.8567
C: -3.0743 -3.0702 -2.2471
C: -2.4997 -5.0509 -0.9530
H: -2.5304 -3.4748 5.8326
H: -3.5269 -2.8210 4.4792
H: -2.1662 -1.8674 5.1302
H: 0.1267 -4.0771 4.9748
H: 0.1128 -2.3878 4.5065
H: 0.4260 -3.6350 3.2955
H: -2.0289 -5.4840 4.4284
H: -1.3841 -5.4548 2.7311
H: -3.0938 -4.9526 3.1610
H: -1.1053 -0.8120 3.2222
H: 1.0215 0.9274 3.1734
H: 4.9098 0.5739 1.3842
H: 5.3279 -0.7631 -0.3385
H: 5.5175 -0.5260 -2.0921
H: 3.9568 -1.0840 -1.4528
H: 6.0839 1.7794 0.0113
H: 5.2202 2.9511 -0.7996
H: 6.2289 1.8552 -1.7292
H: 3.0380 0.7231 -2.8606
H: 4.6112 1.5752 -3.1605
H: 3.2272 2.4469 -2.3946
H: 3.7526 -1.5140 3.9158
H: 5.0081 -0.7241 4.9254
H: 5.2708 -0.8338 3.1158
H: 2.0101 0.0918 4.8732
H: 2.5579 1.7427 5.1899
H: 3.3752 0.3545 5.9105
H: 5.7424 1.6254 3.3211
H: 5.2182 1.8022 4.9696
H: 4.4745 2.7358 3.6656
H: -2.3650 -4.3313 1.2347
H: -0.4747 -2.6346 -2.2632
H: -0.6620 -4.3149 -2.7319
H: 0.0119 -3.9234 -1.0696
H: -2.8398 -2.0521 -2.4434
H: -4.1367 -3.1422 -1.8795
H: -3.0018 -3.6096 -3.2170
H: -1.7778 -5.6171 -0.3168
H: -2.5054 -5.5869 -1.8996
H: -3.5207 -5.1371 -0.5379
C: -2.2680 0.3800 -4.8458
Si: -1.4810 1.8631 -3.9240
C: 0.1464 2.3157 -4.7412
C: -2.7436 3.3430 -4.0251
C: -3.2040 3.8713 -5.2695
C: -4.1561 4.8928 -5.2858
C: -4.7534 5.2464 -4.0484
C: -4.2823 4.7459 -2.8709
C: -3.2172 3.7963 -2.8056
Si: -2.4278 2.9628 -1.2457
C: -3.7922 2.2342 -0.1056
C: -1.4229 4.3022 -0.4394
H: -2.8983 0.7535 -5.6444
H: -2.9000 -0.1453 -4.0980
H: -1.4985 -0.2654 -5.2852
H: -0.1615 2.6730 -5.7465
H: 0.7630 1.4439 -5.0037
H: 0.7799 3.0750 -4.2788
H: -2.8371 3.4101 -6.1942
H: -4.5383 5.2518 -6.2735
H: -5.5703 5.9313 -4.0910
H: -4.8211 5.0651 -1.9814
H: -4.6844 2.5509 -0.6671
H: -3.7886 2.5326 0.9819
H: -3.7748 1.1368 -0.1196
H: -2.0491 5.2420 -0.4608
H: -0.5015 4.5610 -0.9746
H: -1.1516 4.1070 0.6024